{"formula": "C19H22N2O4", "method": "ωB97M-V with the def2-TZVPD basis set", "species": ["C", "O", "C", "C", "C", "C", "C", "C", "O", "N", "C", "C", "C", "N", "C", "O", "C", "C", "C", "C", "C", "O", "C", "C", "C", "H", "H", "H", "H", "H", "H", "H", "H", "H", "H", "H", "H", "H", "H", "H", "H", "H", "H", "H", "H", "H", "H"], "coordinates": [[-3.481, -3.170, -1.974], [-3.684, -3.141, -0.580], [-3.334, -2.021, 0.100], [-3.523, -2.058, 1.485], [-3.178, -0.973, 2.263], [-2.653, 0.173, 1.689], [-2.476, 0.227, 0.311], [-1.873, 1.387, -0.407], [-1.365, 1.263, -1.513], [-1.907, 2.575, 0.231], [-1.364, 3.788, -0.337], [0.017, 4.161, 0.228], [1.185, 3.553, -0.556], [1.247, 2.116, -0.467], [2.253, 1.486, 0.179], [3.167, 2.083, 0.721], [2.175, -0.006, 0.168], [0.974, -0.690, 0.291], [0.974, -2.075, 0.304], [2.156, -2.777, 0.193], [3.372, -2.096, 0.087], [4.484, -2.875, -0.004], [5.738, -2.242, -0.087], [3.373, -0.708, 0.082], [-2.808, -0.874, -0.477], [-2.425, -3.038, -2.228], [-4.075, -2.404, -2.482], [-3.811, -4.156, -2.298], [-3.931, -2.955, 1.923], [-3.313, -1.021, 3.333], [-2.358, 0.991, 2.329], [-2.313, 2.635, 1.150], [-2.074, 4.597, -0.142], [-1.294, 3.632, -1.416], [0.081, 3.846, 1.271], [0.126, 5.245, 0.196], [2.127, 3.928, -0.145], [1.110, 3.849, -1.608], [0.545, 1.589, -0.969], [0.045, -0.156, 0.401], [0.040, -2.608, 0.405], [2.172, -3.855, 0.198], [5.818, -1.627, -0.989], [6.472, -3.046, -0.132], [5.933, -1.621, 0.793], [4.285, -0.136, 0.016], [-2.628, -0.795, -1.537]], "forces_ev_per_angstrom": [[0.037, -0.008, -0.267], [-0.039, 0.053, 0.361], [0.021, 0.144, 0.184], [0.013, -0.070, -0.162], [-0.060, -0.091, 0.005], [0.061, 0.187, -0.234], [-0.154, -0.404, 0.215], [-0.081, 0.306, 0.210], [0.039, -0.104, -0.262], [-0.133, -0.054, 0.170], [0.237, 0.252, 0.015], [0.057, -0.114, -0.335], [0.038, 0.278, 0.317], [-0.288, 0.000, -0.165], [-0.081, 0.042, -0.064], [0.255, 0.001, 0.107], [-0.055, -0.370, 0.135], [0.107, 0.273, -0.051], [0.065, -0.101, -0.019], [0.155, -0.008, -0.001], [-0.201, 0.073, 0.005], [-0.305, -0.108, 0.017], [0.198, 0.101, -0.014], [0.216, -0.051, -0.029], [-0.010, -0.083, -0.176], [-0.039, 0.011, 0.008], [0.036, -0.019, 0.022], [0.037, 0.088, -0.022], [-0.048, -0.111, 0.062], [-0.006, -0.020, 0.086], [0.041, 0.066, 0.050], [-0.049, -0.110, -0.112], [0.033, -0.091, -0.072], [-0.103, 0.107, 0.095], [0.016, 0.070, 0.056], [0.000, 0.065, 0.034], [-0.125, -0.012, -0.174], [0.046, 0.011, 0.057], [0.104, -0.113, -0.009], [-0.042, 0.042, -0.004], [-0.081, -0.060, 0.018], [-0.002, -0.132, 0.005], [-0.006, -0.009, 0.044], [-0.016, 0.094, -0.001], [-0.010, -0.009, -0.040], [0.103, 0.022, 0.018], [0.021, -0.033, -0.083]], "nbo_charge": [-0.2547, -0.4891, 0.3025, -0.2384, -0.1904, -0.2203, -0.1429, 0.6689, -0.6615, -0.5955, -0.2329, -0.4106, -0.2260, -0.6324, 0.6655, -0.6376, -0.1198, -0.1727, -0.2130, -0.2392, 0.3078, -0.4935, -0.2527, -0.2801, -0.2351, 0.1824, 0.1791, 0.2023, 0.2279, 0.2193, 0.2048, 0.3983, 0.2018, 0.2276, 0.2081, 0.2115, 0.2409, 0.1900, 0.4279, 0.2007, 0.2150, 0.2210, 0.1770, 0.1986, 0.1801, 0.2379, 0.2417], "homo_ev": -8.446, "lumo_energy_ev": 0.476, "smiles": "COc1cccc(C(=O)NCCCNC(=O)c2cccc(OC)c2)c1", "orbital_gap_ev": 8.9, "e_above_lowest_kcal_mol": 27.9}

{"formula": "C4H6SSi", "method": "ωB97M-V with the def2-TZVPD basis set", "species": ["C", "C", "C", "C", "Si", "S", "H", "H", "H", "H", "H", "H"], "coordinates": [[-1.981, 0.784, -0.040], [-0.827, 1.349, -0.209], [-2.098, -0.647, 0.100], [0.560, -0.477, -0.018], [2.407, -0.521, 0.077], [-0.599, -1.539, 0.206], [-2.938, 1.292, -0.215], [-0.382, 2.338, -0.299], [-3.013, -1.167, 0.369], [2.976, -1.602, -0.941], [3.091, -0.571, 1.275], [2.802, 0.760, -0.307]], "forces_ev_per_angstrom": [[-1.580, -2.188, -0.548], [4.185, -1.320, 0.400], [1.467, -0.657, 0.637], [-1.546, 3.506, 0.024], [-0.881, -1.545, -2.846], [-2.707, 0.710, -0.046], [0.403, 0.145, 0.381], [-0.127, -0.564, -0.108], [0.239, 0.009, -0.288], [-0.561, 0.991, 1.102], [0.618, -0.726, 2.246], [0.489, 1.638, -0.956]], "nbo_charge": [-0.3577, -0.0509, -0.5434, -0.8885, 0.9144, 0.7065, 0.2635, 0.2208, 0.2372, -0.1516, -0.1741, -0.1761], "homo_ev": -7.723, "lumo_energy_ev": -0.111, "orbital_gap_ev": 7.6, "e_above_lowest_kcal_mol": 104.5}

{"formula": "C7H8", "method": "ωB97M-V with the def2-TZVPD basis set", "species": ["C", "C", "C", "C", "C", "C", "C", "H", "H", "H", "H", "H", "H", "H", "H"], "coordinates": [[1.029, -0.763, 1.827], [0.310, -0.336, 0.567], [1.030, -0.051, -0.580], [0.385, 0.429, -1.733], [-0.983, 0.585, -1.706], [-1.687, 0.421, -0.506], [-1.045, 0.035, 0.651], [0.352, -1.167, 2.579], [1.502, 0.153, 2.192], [1.821, -1.498, 1.680], [1.933, -0.599, -0.818], [0.940, 0.561, -2.654], [-1.515, 0.941, -2.575], [-2.658, 0.902, -0.530], [-1.416, 0.385, 1.604]], "forces_ev_per_angstrom": [[0.028, 0.257, -0.127], [0.148, 0.321, 0.730], [-0.786, -1.626, -1.547], [-0.266, -0.581, 0.380], [0.021, 0.223, 0.112], [0.180, 1.149, -0.596], [0.796, 1.058, -0.451], [-0.026, 0.164, -0.022], [0.061, -0.223, 0.422], [-0.036, 0.040, -0.272], [0.757, 0.636, 0.713], [0.030, 0.073, 0.063], [-0.047, -0.001, -0.135], [-0.324, -0.544, 0.461], [-0.537, -0.946, 0.270]], "nbo_charge": [-0.6355, 0.0113, -0.2449, -0.1842, -0.2282, -0.1916, -0.2363, 0.2155, 0.2213, 0.2188, 0.2110, 0.2105, 0.2081, 0.2106, 0.2137], "homo_ev": -8.916, "lumo_energy_ev": 1.114, "smiles": "Cc1ccccc1", "orbital_gap_ev": 10.0, "e_above_lowest_kcal_mol": 16.5}

{"formula": "C4H11N2", "method": "ωB97M-V with the def2-TZVPD basis set", "species": ["C", "C", "C", "C", "N", "N", "H", "H", "H", "H", "H", "H", "H", "H", "H", "H", "H"], "coordinates": [[-0.526, 1.419, -0.527], [-0.265, 0.357, 0.466], [-0.456, -0.008, 1.865], [1.859, 0.265, -1.021], [0.716, 0.699, -0.302], [-1.062, -1.442, -0.383], [-1.115, 1.188, -1.406], [-0.536, 2.462, -0.234], [0.138, -0.882, 2.128], [-1.504, -0.178, 2.097], [-0.119, 0.831, 2.483], [1.621, 0.182, -2.083], [2.667, 0.990, -0.904], [2.193, -0.700, -0.640], [-0.344, -1.995, -0.836], [-1.778, -1.205, -1.061], [-1.489, -1.982, 0.359]], "forces_ev_per_angstrom": [[0.249, -0.405, 1.137], [-5.568, -1.233, 3.331], [0.618, 1.349, 0.801], [-0.032, -0.859, -0.249], [4.488, 2.542, -3.985], [-0.244, -1.481, -1.145], [0.338, 0.014, -0.502], [0.118, 0.190, 0.183], [-0.039, -0.070, -0.027], [-0.033, -0.074, -0.120], [-0.023, -0.166, 0.556], [0.067, 0.128, -0.094], [-0.008, 0.182, 0.000], [0.031, 0.053, 0.047], [-0.078, -0.250, -0.061], [0.022, 0.054, -0.028], [0.094, 0.028, 0.157]], "nbo_charge": [-0.2715, 0.1315, -0.6614, -0.4534, -0.0309, -0.8773, 0.2358, 0.2596, 0.2384, 0.2472, 0.2315, 0.2531, 0.2767, 0.2375, 0.3884, 0.3934, 0.4013], "multiplicity": 3, "homo_ev": [-10.001, -15.161], "lumo_energy_ev": [-2.944, -7.757], "charge": 1, "orbital_gap_ev": [7.1, 7.4], "e_above_lowest_kcal_mol": 59.6, "s2": 2.01}

Which formula does entry 3 have?
C7H8